Entry 1:
A 16-piece molecular cluster, C3H35N2O15 overall at a distorted geometry, computed with ωB97M-V/def2-TZVPD.

Atoms and positions in Å:
C (0.63337, 1.85247, 1.20438)
C (0.74040, 3.14572, 0.75639)
N (-0.29530, 3.30847, -0.17140)
C (-0.98787, 2.17288, -0.27744)
N (-0.43102, 1.26412, 0.52958)
H (1.25357, 1.32922, 1.89554)
H (1.44201, 3.91076, 0.98272)
H (-0.52339, 4.16737, -0.63556)
H (-1.83467, 1.99427, -0.93060)
H (-0.78060, 0.30403, 0.65883)
H (-2.72756, -0.91560, 0.84872)
H (-2.21171, -0.70578, -0.59625)
O (-1.91240, -1.00814, 0.28053)
H (5.24643, -0.50232, -0.88545)
H (3.85792, 0.08430, -1.30252)
O (4.31256, -0.71243, -0.94086)
H (0.64157, -2.76966, -4.18314)
H (0.69570, -2.63512, -2.62642)
O (0.86862, -2.17029, -3.47203)
H (-1.56613, 0.22249, -2.55103)
H (-3.07879, -0.15882, -2.68134)
O (-2.46571, 0.19175, -2.04005)
H (-2.46686, 1.81212, 2.78888)
H (-3.79593, 2.42096, 3.24580)
O (-3.37150, 2.07877, 2.44791)
H (1.29724, -3.22156, -0.67648)
H (-0.17783, -2.82756, -0.59808)
O (0.42383, -3.33624, -1.12999)
H (2.87924, -2.76162, 1.08515)
H (3.39049, -2.03900, -0.22475)
O (2.72186, -2.65446, 0.10972)
H (2.15656, -3.00218, 2.98570)
H (3.65536, -3.29510, 3.16260)
O (3.03716, -2.65939, 2.78112)
H (-2.56661, -1.47372, 2.93308)
H (-1.26375, -1.93307, 2.20585)
O (-1.57979, -1.63078, 3.06490)
H (-4.76722, -0.81306, 2.18981)
H (-3.78844, 0.41279, 2.18269)
O (-3.83046, -0.56131, 2.12744)
H (3.23926, 1.84468, -2.79921)
H (2.94650, 0.32049, -2.91857)
O (2.85606, 1.12535, -2.29857)
H (0.57684, 0.80563, -2.83045)
H (0.20174, -0.62021, -3.44119)
O (-0.12591, 0.35385, -3.32872)
H (-0.30957, 1.03990, 3.88099)
H (-1.31582, 0.02503, 3.33049)
O (-1.18764, 0.99976, 3.46205)
H (3.78200, -1.44614, -2.55812)
H (2.53443, -1.57904, -3.52087)
O (3.37553, -1.11081, -3.40166)
H (-3.05006, 3.17699, 1.15314)
H (-3.54568, 4.38555, 0.27915)
O (-2.80800, 3.79369, 0.44758)

Results
- Net charge: +1
- ΔE to the lowest compared entry with this formula, charge and spin: 0.0 kJ/mol



Entry 2:
A 14-piece molecular cluster, C3H36NO14 overall at a distorted geometry, computed with ωB97M-V/def2-TZVPD.

Atoms and positions in Å:
C (-0.88081, 0.63143, -3.04838)
O (0.39467, 1.21256, -2.53756)
C (-1.85178, 1.52906, -2.25087)
C (-3.38117, 1.27093, -2.67142)
N (-1.65129, 1.32776, -0.81072)
H (-1.03206, 0.88507, -4.25219)
H (-1.08735, -0.46962, -2.93466)
H (1.05309, 1.45703, -3.09086)
H (-1.50302, 2.54785, -2.46470)
H (-3.81945, 0.32918, -2.34098)
H (-3.57512, 1.12930, -3.72220)
H (-4.04687, 1.98260, -2.15310)
H (-2.52167, 1.34275, -0.24198)
H (-0.93448, 0.63260, -0.63846)
H (-1.32595, 2.10879, -0.38005)
H (-0.81096, 1.26000, 3.06998)
H (0.17332, 1.60847, 1.83874)
O (-0.79691, 1.43258, 2.04688)
H (2.49426, 1.11623, 0.62306)
H (2.51193, 2.13001, 1.72790)
O (2.15791, 1.94315, 0.89084)
H (-2.18578, -1.16249, 4.51160)
H (-0.92705, -1.76649, 3.79413)
O (-1.40454, -1.00702, 3.97104)
H (1.21179, -3.83449, 1.09883)
H (0.92507, -5.06779, 0.42879)
O (0.44853, -4.52045, 0.93935)
H (-4.28156, 0.45524, 0.60098)
H (-3.16021, -0.56715, 0.19965)
O (-3.75735, 0.11921, -0.14244)
H (-2.82690, -3.28197, 0.32403)
H (-3.05339, -2.37827, 1.71603)
O (-2.57692, -2.56828, 0.92984)
H (1.63028, -0.65073, 2.45546)
H (1.34955, -0.28586, 3.88554)
O (0.98945, -0.31299, 3.01113)
H (0.22889, -1.45164, -2.10593)
H (1.25612, -2.23520, -2.74119)
O (0.42669, -2.40923, -2.24991)
H (4.48824, 0.36133, -1.51820)
H (3.48202, 1.38519, -1.39998)
O (4.37928, 1.31678, -1.46742)
H (0.69007, 2.86167, 0.04219)
H (1.18311, 3.85614, -0.95297)
O (0.46358, 3.63951, -0.32158)
H (4.32925, -0.63889, 2.06299)
H (4.38571, 0.04975, 0.64691)
O (3.95268, -0.66949, 1.32674)
H (1.10595, -0.84662, -0.24606)
H (2.37629, -1.60900, -0.61197)
O (2.00145, -0.68887, -0.53698)
H (-0.78215, -1.73171, 0.64064)
H (-0.21757, -1.05424, 1.82767)
O (-0.24624, -1.03119, 0.86501)

Results
- Net charge: +1
- ΔE to the lowest compared entry with this formula, charge and spin: 626.6 kJ/mol



Entry 3:
C3H3AgFO2 as an isolated structure at a distorted geometry, computed with ωB97M-V/def2-TZVPD.

Atoms and positions in Å:
F (-1.62205, -1.87082, -4.03424)
H (-1.50648, -1.98749, -4.97615)
H (-0.05220, 1.14384, 2.90514)
O (0.54129, 1.24642, 0.52488)
O (-0.07394, -0.64844, 1.27584)
C (0.94334, 1.18814, 1.88452)
C (0.48461, -0.04988, 2.33935)
C (0.06857, 0.10719, 0.14502)
H (1.95464, 1.55259, 2.07449)
Ag (-0.73778, -0.68155, -2.13886)

Results
- Net charge: +1
- ΔE to the lowest compared entry with this formula, charge and spin: 251.7 kJ/mol



no.,E_HOMO (eV),total energy (hartree)
1,-12.908,-1373.311641
2,-13.439,-1243.644519
3,-13.854,-512.961571